Record 1
C29H22BrIrN3O6Te | ωB97M-V with the def2-TZVPD basis set

XYZ file:
```
63
Properties=species:S:1:pos:R:3:forces:R:3:mulliken_charge:R:1
Ir -0.09638 -0.78249 -0.46155 -0.020 0.029 -0.020 0.4353
O 2.52505 3.64076 -2.69399 -0.007 -0.006 0.015 -0.5550
C 3.28712 2.51736 -2.86939 0.008 -0.005 0.000 0.8285
C 4.46488 2.53834 -3.60861 -0.002 0.010 0.004 -0.7733
C 5.21358 1.38192 -3.74364 0.005 -0.006 -0.002 -0.4833
C 4.79826 0.19910 -3.14441 0.000 0.008 -0.004 -0.8853
C 3.62292 0.18514 -2.41410 -0.012 -0.003 -0.006 -0.1425
C 2.85648 1.33755 -2.27473 0.009 -0.018 0.001 -0.0268
C 1.57539 1.27337 -1.48382 0.000 -0.024 -0.003 0.3699
O 0.79899 0.18254 -1.88080 0.000 0.042 0.017 -0.5568
N 1.90512 1.12653 -0.05147 -0.007 0.038 0.003 -0.4962
N 1.00050 0.44966 0.66165 0.038 -0.007 -0.008 1.1285
C 1.12394 0.47195 2.06491 -0.022 0.010 0.013 -1.7030
C 0.16079 1.04093 2.85118 0.006 -0.027 -0.009 0.9833
Br 1.66207 -2.68057 -0.24391 0.023 -0.056 0.015 -0.5654
C 0.28648 1.05018 4.24708 -0.002 0.007 0.012 -1.3367
C -0.75510 1.32897 5.22403 0.008 -0.009 -0.006 0.8297
C -2.04696 0.80871 5.08829 -0.005 0.006 -0.005 -0.3218
C -3.01880 1.09082 6.03332 0.003 0.001 -0.001 -0.6490
C -2.72300 1.89826 7.12432 -0.002 -0.003 -0.001 -0.4307
C -1.43806 2.40078 7.28183 0.003 -0.001 -0.001 -0.5879
C -0.45888 2.10524 6.34882 -0.001 0.007 0.005 -0.3549
H 2.91811 4.37159 -3.18085 0.002 0.008 -0.009 0.3099
H 4.79169 3.46252 -4.07271 -0.001 0.000 0.000 0.2810
H 6.12956 1.40750 -4.31966 -0.001 0.000 -0.001 0.3854
H 5.38598 -0.70259 -3.24756 -0.001 0.000 0.000 0.4071
H 3.27334 -0.72645 -1.94156 0.003 0.001 -0.004 0.2410
H 0.99613 2.19557 -1.60247 0.000 0.003 -0.014 0.3814
H 2.34131 1.91252 0.41911 -0.001 0.004 -0.003 0.3435
H 1.94424 -0.10976 2.47788 -0.001 0.003 0.000 0.3204
H 1.27877 0.84577 4.64120 0.001 0.003 0.001 0.4481
H -2.27725 0.16435 4.24996 -0.001 0.001 -0.007 0.5844
H -4.01078 0.67202 5.92097 0.001 0.000 0.000 0.4316
H -3.48729 2.12239 7.85737 0.001 -0.001 0.000 0.3933
H -1.19844 3.02205 8.13523 0.000 -0.001 0.000 0.4049
H 0.54320 2.49936 6.47073 0.000 0.001 -0.001 0.4361
O -4.78212 -5.26220 -3.09516 -0.105 -0.060 0.082 -0.4163
C -3.80813 -4.68131 -3.62470 0.014 -0.002 -0.049 0.7930
O -3.69562 -4.99991 -4.82366 0.032 0.003 -0.069 -0.4571
C -2.91681 -3.73710 -2.91602 0.075 0.069 0.050 0.4804
C -1.88016 -3.12575 -3.60783 -0.015 -0.013 -0.017 -0.7948
C -1.06119 -2.24503 -2.92952 0.002 0.016 0.027 -0.1940
N -1.26484 -1.98362 -1.63688 0.008 -0.015 -0.031 -0.1491
C -2.25502 -2.57767 -0.96110 0.007 -0.012 -0.005 0.6409
C -3.11462 -3.46755 -1.57123 -0.012 -0.008 0.001 -0.4774
C -2.35659 -2.21174 0.50765 -0.025 0.012 -0.004 0.0041
O -3.24427 -2.66373 1.18483 0.012 -0.001 0.001 -0.6540
O -1.42063 -1.38809 0.91525 -0.019 -0.005 0.022 -0.6408
H -1.71460 -3.33702 -4.65493 0.001 0.002 0.000 0.4598
H -0.22978 -1.73062 -3.39189 0.003 -0.005 0.000 0.4905
H -3.90336 -3.92636 -0.99049 0.002 0.004 0.001 0.5756
Te -1.46063 1.98795 1.84870 -0.005 0.001 0.010 0.4324
C -1.42735 3.66336 3.13056 -0.018 0.004 0.001 0.1320
C -2.54914 3.97131 3.89111 0.012 0.004 0.000 -0.3143
C -2.52169 5.04980 4.76551 0.000 -0.002 0.000 -0.5723
C -1.37130 5.81315 4.89290 0.003 0.002 -0.001 -0.4542
C -0.24932 5.50629 4.13432 0.000 0.001 0.002 -0.5930
C -0.27987 4.44040 3.24730 0.009 -0.001 0.001 -0.3003
H -3.43653 3.35559 3.82229 -0.004 -0.005 -0.001 0.3751
H -3.39672 5.27996 5.35983 0.001 0.000 -0.001 0.3925
H -1.34690 6.64661 5.58314 0.000 -0.001 0.000 0.3893
H 0.64973 6.10227 4.22808 0.000 0.000 0.000 0.3964
H 0.59471 4.20789 2.65169 -0.002 0.000 0.000 0.3811
```
Positions in Å, forces in eV/Å.

The multiplicity is 6. As for the HOMO energy (spin up / spin down): -7.43 / -7.98 eV. The calculation puts the maximum force at 0.15 eV Å⁻¹. As for the charge: 0. The expectation value of S² is 8.807. The calculation puts the LUMO energy (spin up / spin down) at -1.21 / -3.28 eV.

Record 2
C29H22BrN6OSTi | ωB97M-V with the def2-TZVPD basis set

XYZ file:
```
61
Properties=species:S:1:pos:R:3:forces:R:3:mulliken_charge:R:1
Ti 2.17752 0.18965 -0.17461 0.304 0.419 0.428 0.8218
Br -5.22817 1.67965 3.40523 -0.003 -0.006 0.005 -0.1428
C -4.55916 2.69931 1.96744 0.018 0.018 -0.016 0.0937
C -5.27712 2.77033 0.78295 0.040 0.024 -0.007 -0.5548
C -4.77326 3.53022 -0.25995 -0.001 -0.062 0.055 -0.1390
C -3.54050 4.16260 -0.13840 -0.052 -0.182 -0.259 0.1351
C -2.84502 4.11828 1.06632 0.033 0.046 0.028 -0.1540
C -3.36535 3.39117 2.12337 -0.022 -0.029 0.033 -0.6663
N -3.15095 4.89955 -1.30566 -0.061 0.327 0.198 -0.2416
N -1.98869 4.97008 -1.71010 0.208 -0.414 -0.013 -0.5767
C -0.93249 4.17377 -1.13559 -0.177 0.228 -0.086 -0.0916
C 0.13766 4.80355 -0.56638 0.181 -0.075 0.098 -0.4348
C 1.23071 4.07066 -0.05137 -0.149 0.073 -0.018 -0.6759
C 1.23105 2.71273 -0.15263 0.101 -0.017 -0.033 1.0357
O 2.26329 1.92127 0.31504 -0.351 -0.372 -0.233 -0.9401
C 0.17466 2.04283 -0.81606 0.026 0.199 0.042 0.6873
N 0.28920 0.68159 -0.95977 -0.005 0.293 -0.050 0.0291
C -0.65709 0.02675 -1.60756 -0.086 -0.031 -0.008 -0.2007
C -1.76949 0.66739 -2.16195 0.053 -0.038 0.030 -1.1254
C -1.89631 2.02627 -2.03014 0.001 0.082 0.065 -0.4627
C -0.91725 2.76160 -1.32766 -0.078 0.001 -0.039 0.1223
H -6.22652 2.26317 0.68624 0.000 -0.005 0.007 0.4527
H -5.32842 3.64381 -1.18208 -0.010 0.002 0.003 0.5134
H -1.92939 4.67353 1.21191 -0.029 0.003 -0.049 0.5145
H -2.85171 3.37070 3.07455 -0.003 0.005 0.000 0.4616
H 0.13662 5.88268 -0.48789 -0.017 0.004 -0.011 0.4812
H 2.05846 4.58111 0.42140 0.016 -0.016 0.005 0.5142
H -0.53481 -1.04548 -1.70911 0.012 0.002 0.000 0.5262
H -2.50366 0.08295 -2.69632 -0.006 0.008 -0.002 0.4350
H -2.73647 2.54051 -2.47661 -0.031 0.019 0.005 0.6048
N 3.98200 -1.28448 -0.15478 0.006 0.087 -0.197 -0.4234
C 3.56188 -1.54050 -1.48210 0.085 -0.302 -0.063 0.6088
S 3.24418 -0.14650 -2.38291 -0.194 -0.147 -0.032 -0.2430
N 3.28839 -2.78834 -1.79370 0.142 0.001 -0.005 -0.1820
C 2.64567 -3.30588 -2.97361 0.001 0.021 0.011 0.8928
C 2.90064 -2.79706 -4.23725 -0.004 -0.078 -0.003 -0.3768
C 2.24823 -3.36766 -5.32194 0.033 0.035 -0.002 -0.7728
C 1.37617 -4.43000 -5.14293 -0.011 -0.016 0.004 -0.4932
C 1.15428 -4.94548 -3.87212 0.004 -0.002 0.001 -0.6664
C 1.79230 -4.38555 -2.77911 -0.037 0.029 -0.032 -0.4863
H 4.77659 -0.64823 -0.14224 0.039 -0.048 0.038 0.3253
H 4.15528 -2.09231 0.43680 -0.066 0.033 0.060 0.2256
H 3.50506 -3.49833 -1.10378 0.085 -0.008 -0.039 0.3004
H 3.61479 -2.00415 -4.39499 0.016 0.036 0.020 0.4715
H 2.44360 -2.98650 -6.31471 -0.004 -0.002 0.000 0.4040
H 0.88218 -4.87130 -5.99754 -0.001 -0.001 0.002 0.4182
H 0.49115 -5.78783 -3.73246 -0.001 0.001 -0.002 0.4039
H 1.62848 -4.78859 -1.78600 0.003 0.011 0.004 0.3772
N 1.35040 -0.88123 1.45990 0.158 -0.243 0.079 -0.2676
C 1.07293 -1.33478 2.48282 -0.175 0.040 -0.007 0.1182
C 0.70267 -1.85093 3.75528 0.041 0.121 -0.085 0.7154
C 0.68962 -3.23075 3.97584 -0.034 -0.014 0.062 -0.4242
C 0.33225 -3.69659 5.22669 0.008 -0.006 -0.038 -0.6345
C -0.00212 -2.79785 6.23337 -0.005 -0.003 0.027 -0.3572
C 0.01078 -1.42706 6.00429 0.005 0.030 -0.030 -0.6454
C 0.36386 -0.93834 4.76061 -0.021 -0.081 0.061 -0.4642
H 0.94479 -3.91961 3.18230 0.011 0.007 -0.007 0.4386
H 0.31162 -4.75999 5.41900 0.003 0.001 0.005 0.4119
H -0.27752 -3.17146 7.21052 -0.005 -0.002 -0.004 0.4170
H -0.25534 -0.74000 6.79511 0.002 -0.006 0.006 0.4219
H 0.37787 0.12507 4.56507 0.007 0.000 -0.009 0.4641
```
Positions in Å, forces in eV/Å.

The multiplicity is 2. As for the HOMO energy (spin up / spin down): -12.75 / -12.75 eV. The calculation puts the maximum force at 0.67 eV Å⁻¹. As for the charge: +2. The expectation value of S² is 0.755. The calculation puts the LUMO energy (spin up / spin down) at -6.48 / -6.62 eV.

Record 3
C29H22Cl2N2O9ReS | ωB97M-V with the def2-TZVPD basis set

XYZ file:
```
66
Properties=species:S:1:pos:R:3:forces:R:3:mulliken_charge:R:1
Re -0.07238 0.05901 0.60366 0.319 0.054 0.391 1.8713
O 1.65156 3.72747 1.38451 -0.030 -0.007 0.034 -0.8149
C 1.34422 2.57075 1.12191 0.108 0.012 -0.083 0.2267
O 0.17767 2.17381 0.70704 -0.191 -0.143 -0.051 -0.6777
C 2.36006 1.46535 1.23908 0.024 0.048 0.015 0.3535
C 3.66762 1.54460 1.64267 -0.054 0.019 -0.022 -0.4649
C 4.44307 0.37463 1.70499 0.037 -0.025 0.013 -0.5180
C 3.87290 -0.85470 1.33480 0.009 0.062 -0.101 -0.5693
C 2.56940 -0.89042 0.91267 -0.007 -0.124 0.131 0.5929
N 1.83201 0.25903 0.90262 -0.241 -0.125 -0.030 0.3289
C 1.79395 -2.10475 0.46686 0.080 0.100 -0.223 0.1068
O 2.32891 -3.20107 0.40677 -0.025 -0.037 0.082 -0.8071
O 0.55252 -1.86069 0.11770 -0.004 -0.112 0.103 -0.6453
H 4.06234 2.51438 1.91573 0.003 0.000 0.002 0.5282
H 5.47137 0.41973 2.03963 0.000 -0.002 -0.004 0.3963
H 4.42844 -1.78275 1.36418 0.010 0.004 -0.017 0.5286
Cl -2.26039 -0.63010 -6.68025 -0.002 0.007 0.000 -0.2941
C -1.54053 -0.28760 -5.11663 0.056 -0.001 0.012 0.2038
C -0.21244 -0.61828 -4.89151 -0.030 0.002 -0.025 -0.6399
C 0.33692 -0.37171 -3.65349 -0.031 0.006 0.066 0.5850
Cl 1.98959 -0.82722 -3.36797 0.005 -0.006 0.008 -0.2419
C -0.38823 0.21280 -2.57650 -0.044 -0.285 -0.210 -0.5196
O 0.17600 0.32354 -1.43300 0.124 0.356 0.245 -0.6847
C -1.71865 0.59714 -2.88249 0.082 -0.195 0.019 1.5502
C -2.57467 1.40751 -1.98153 -0.097 0.628 -0.609 -0.4663
O -2.19158 2.28427 -1.25370 0.057 -0.160 0.224 -0.4641
C -2.28299 0.30634 -4.12139 -0.024 0.031 0.073 -1.0372
H 0.38372 -1.08233 -5.66489 0.000 0.001 0.001 0.4273
H -3.65638 1.29842 -2.20949 -0.015 -0.229 0.254 0.2314
H -3.31937 0.57110 -4.29670 -0.003 -0.008 -0.004 0.3409
C -1.84156 1.99551 3.53201 -0.004 -0.008 0.005 -1.2286
C -1.64234 0.67999 4.22130 0.026 -0.039 -0.036 0.7830
C -2.06644 0.44752 5.52033 -0.002 -0.003 0.019 -0.8641
C -1.86459 -0.78125 6.14086 0.004 0.018 -0.014 -0.8754
C -1.22080 -1.79875 5.44970 -0.037 -0.027 0.001 -0.6709
C -0.78278 -1.61640 4.14571 -0.011 -0.003 -0.030 0.8797
C -0.08804 -2.70114 3.37882 0.000 -0.003 0.003 -1.0450
C -1.00149 -0.36930 3.53017 -0.052 0.032 0.092 0.4264
N -0.57358 -0.17230 2.25428 0.024 -0.052 -0.287 0.3018
H -2.35127 2.70119 4.19058 0.000 0.000 -0.006 0.3984
H -2.43061 1.85897 2.62370 -0.020 -0.010 -0.026 0.1974
H -0.88883 2.42773 3.21831 -0.008 -0.003 -0.006 0.1573
H -2.56729 1.24820 6.05486 0.000 0.000 0.000 0.3386
H -2.20641 -0.94203 7.15692 -0.002 -0.001 -0.001 0.3819
H -1.06027 -2.76213 5.92399 0.001 0.002 -0.001 0.3676
H -0.14175 -3.65101 3.91390 0.011 0.004 0.007 0.3488
H 0.96617 -2.45563 3.21565 -0.007 0.013 -0.011 0.2863
H -0.52714 -2.83022 2.38766 0.001 -0.007 0.008 -0.0880
C -2.60470 -6.22434 3.05707 0.002 -0.003 0.002 -1.6137
C -2.82529 -4.88712 2.39931 0.008 -0.008 -0.019 1.1746
C -2.39980 -4.65300 1.09389 -0.011 -0.023 0.019 -0.8031
C -2.58511 -3.41762 0.49574 0.011 0.024 -0.006 -0.6401
C -3.20653 -2.39757 1.20350 0.023 0.007 0.000 0.0497
C -3.62638 -2.60853 2.50600 -0.006 -0.007 0.015 -0.2518
C -3.43854 -3.85159 3.09469 0.008 0.039 0.012 -0.5551
S -3.41531 -0.80640 0.42721 -0.004 -0.159 0.106 1.3610
O -4.37616 -0.99704 -0.63938 -0.001 0.000 0.000 -0.7940
O -3.80250 0.10474 1.47897 0.036 0.037 -0.003 -0.7982
O -2.06718 -0.55132 -0.13913 -0.124 0.305 -0.146 -1.0195
H -1.91942 -6.83960 2.47333 0.000 0.003 0.001 0.3527
H -3.54327 -6.77521 3.16266 -0.001 0.001 -0.001 0.3472
H -2.18189 -6.10335 4.05660 0.000 -0.001 -0.001 0.3309
H -1.88519 -5.43790 0.55069 0.003 0.008 -0.001 0.2454
H -2.21471 -3.22286 -0.50236 0.014 -0.005 0.006 0.3282
H -4.06490 -1.78614 3.05635 0.006 0.004 0.000 0.4721
H -3.74247 -4.00324 4.12532 -0.001 -0.005 0.007 0.2917
```
Positions in Å, forces in eV/Å.

The multiplicity is 2. As for the HOMO energy (spin up / spin down): -0.41 / -1.97 eV. The calculation puts the maximum force at 0.88 eV Å⁻¹. As for the charge: -2. The expectation value of S² is 0.782. The calculation puts the LUMO energy (spin up / spin down) at 4.21 / 4.21 eV.

Record 4
C29H22N3OS3Tl | ωB97M-V with the def2-TZVPD basis set

XYZ file:
```
59
Properties=species:S:1:pos:R:3:forces:R:3:mulliken_charge:R:1
Tl -0.31328 0.26070 0.16630 -0.136 0.169 0.179 1.4693
C -1.77129 -0.21091 -2.93511 0.021 -0.021 0.016 -1.1844
C -1.62975 -1.28770 -1.90150 -0.040 0.067 0.126 0.0901
N -2.27709 -1.14890 -0.79505 -0.131 -0.134 -0.129 -0.2953
N -2.33248 -2.25306 0.03096 0.052 -0.051 -0.053 -0.4250
C -2.06406 -2.13992 1.26848 -0.013 0.008 0.054 0.4408
S -1.39810 -0.77446 2.14714 -0.069 -0.076 -0.037 -0.3387
S -2.46813 -3.55237 2.29486 0.013 0.040 0.060 -0.1879
C -1.39397 -4.80549 1.55964 -0.164 -0.018 -0.043 -0.9996
C 0.08583 -4.69203 1.82782 0.049 0.002 0.007 0.5279
C 0.94794 -5.46648 1.05629 0.035 -0.012 -0.004 -0.2494
C 2.31237 -5.45986 1.29335 0.010 0.040 -0.021 -0.6938
C 2.83923 -4.65642 2.29614 -0.023 0.025 -0.002 -0.4296
C 1.98727 -3.87226 3.05942 0.030 -0.006 -0.023 -0.6888
C 0.61778 -3.89534 2.83111 0.004 0.069 0.056 -0.1633
C -0.66080 -2.37364 -2.13991 -0.022 0.051 0.060 0.6437
C -0.86553 -3.34778 -3.11248 0.020 0.005 -0.006 -0.5588
C 0.07760 -4.33090 -3.34387 0.006 0.026 0.028 -0.8681
C 1.25810 -4.30809 -2.60556 -0.013 -0.055 -0.026 -0.5015
C 1.48669 -3.33293 -1.65813 0.023 0.002 0.055 -0.7512
C 0.53165 -2.34226 -1.38783 0.048 -0.018 -0.089 0.9697
O 0.82700 -1.42320 -0.47692 0.008 0.057 -0.060 -0.6440
H -2.58971 0.46181 -2.68711 -0.006 0.007 0.004 0.2649
H -0.84275 0.35852 -3.03446 0.020 -0.019 -0.011 0.2408
H -1.95276 -0.67174 -3.90776 -0.026 0.005 -0.008 0.4575
H -1.77345 -5.73484 1.99259 0.007 -0.034 -0.068 0.4574
H -1.58869 -4.83579 0.48684 0.000 -0.008 0.019 0.3194
H 0.54446 -6.07785 0.25752 -0.015 -0.009 -0.014 0.3943
H 2.96581 -6.07399 0.68736 0.020 -0.008 -0.015 0.3944
H 3.90589 -4.64243 2.47884 0.027 -0.010 0.009 0.4124
H 2.38503 -3.23596 3.83958 0.020 0.008 0.024 0.4143
H -0.04122 -3.28310 3.43429 0.020 -0.009 -0.044 0.4064
H -1.78915 -3.33639 -3.67825 -0.031 -0.005 -0.013 0.4566
H -0.09646 -5.09571 -4.08704 -0.005 -0.020 -0.019 0.4036
H 2.01372 -5.06498 -2.77570 0.016 -0.013 -0.008 0.4178
H 2.40489 -3.31419 -1.08709 0.028 -0.005 0.025 0.4767
S 2.86243 3.41384 1.84160 -0.012 -0.036 0.010 -0.3766
C 3.69279 1.90855 2.10215 0.059 0.008 0.017 0.6884
C 4.93666 1.67352 2.68170 -0.024 0.001 -0.024 -0.6763
C 5.36579 0.36425 2.76786 -0.014 -0.018 -0.006 -0.5317
C 4.58047 -0.69410 2.28941 0.020 0.010 0.015 -0.6374
C 3.34947 -0.46614 1.71342 0.020 0.032 0.022 -0.1520
C 2.91117 0.85380 1.62584 -0.061 0.068 -0.012 -0.6729
N 1.70425 1.26084 1.08904 0.050 -0.039 0.087 -0.3439
C 1.53768 2.54298 1.13596 -0.099 0.015 -0.115 0.8409
C 0.30716 3.17954 0.61453 0.103 -0.011 -0.009 0.7431
C 0.07929 4.54125 0.78700 0.014 -0.001 -0.044 -0.8344
C -1.09080 5.11242 0.31630 -0.022 -0.012 -0.007 -0.7218
C -2.03842 4.32498 -0.32146 0.022 -0.003 -0.011 -0.6846
C -1.81930 2.96220 -0.48833 0.072 0.044 -0.075 -0.6238
C -0.64329 2.38629 -0.03735 0.110 -0.105 0.077 0.0190
H 5.54689 2.48576 3.05020 0.016 0.019 0.016 0.3993
H 6.32743 0.15228 3.21453 0.020 -0.007 0.007 0.3881
H 4.94879 -1.70726 2.37380 0.008 -0.026 0.002 0.4535
H 2.72538 -1.26355 1.33120 -0.019 -0.046 -0.013 0.5307
H 0.81060 5.15492 1.29852 0.015 0.026 0.013 0.3619
H -1.26827 6.16940 0.45658 -0.002 0.029 -0.001 0.3869
H -2.95632 4.76929 -0.68164 -0.026 0.016 -0.009 0.4153
H -2.57209 2.35541 -0.97487 -0.031 -0.014 0.033 0.3498
```
Positions in Å, forces in eV/Å.

As for the HOMO energy: -7.86 eV. The calculation puts the maximum force at 0.28 eV Å⁻¹. As for the charge: 0. The calculation puts the LUMO energy at -0.49 eV.

Relative energy (zero: lowest compared OMol25 entry of this formula, charge and spin), record by record: 0.0, 7.1, 1.1, 0.0 kcal/mol